# 1
{"formula": "C71H184N2O23V", "method": "the ωB97M-V functional and the def2-TZVPD basis", "symbols": ["V", "C", "C", "C", "C", "C", "C", "N", "O", "C", "C", "C", "H", "H", "H", "H", "H", "H", "H", "H", "H", "H", "H", "H", "H", "H", "H", "H", "H", "H", "C", "C", "C", "C", "C", "C", "N", "O", "C", "C", "C", "H", "H", "H", "H", "H", "H", "H", "H", "H", "H", "H", "H", "H", "H", "H", "H", "H", "H", "C", "C", "C", "O", "H", "H", "H", "H", "H", "H", "H", "H", "C", "C", "C", "O", "H", "H", "H", "H", "H", "H", "H", "H", "C", "C", "C", "O", "H", "H", "H", "H", "H", "H", "H", "H", "C", "C", "C", "O", "H", "H", "H", "H", "H", "H", "H", "H", "C", "C", "C", "O", "H", "H", "H", "H", "H", "H", "H", "H", "C", "C", "C", "O", "H", "H", "H", "H", "H", "H", "H", "H", "C", "C", "C", "O", "H", "H", "H", "H", "H", "H", "H", "H", "C", "C", "C", "O", "H", "H", "H", "H", "H", "H", "H", "H", "C", "C", "C", "O", "H", "H", "H", "H", "H", "H", "H", "H", "C", "C", "C", "O", "H", "H", "H", "H", "H", "H", "H", "H", "C", "C", "C", "O", "H", "H", "H", "H", "H", "H", "H", "H", "C", "C", "C", "O", "H", "H", "H", "H", "H", "H", "H", "H", "C", "C", "C", "O", "H", "H", "H", "H", "H", "H", "H", "H", "C", "C", "C", "O", "H", "H", "H", "H", "H", "H", "H", "H", "C", "C", "C", "O", "H", "H", "H", "H", "H", "H", "H", "H", "C", "C", "C", "O", "H", "H", "H", "H", "H", "H", "H", "H", "C", "O", "H", "H", "H", "H", "C", "O", "H", "H", "H", "H", "C", "O", "H", "H", "H", "H", "C", "O", "H", "H", "H", "H", "C", "O", "H", "H", "H", "H"], "coordinates": [[-5.83, 20.95, 13.60], [-5.04, 24.46, 17.33], [-4.55, 24.82, 15.91], [-3.67, 26.09, 16.18], [-2.28, 25.70, 16.71], [-1.67, 24.73, 15.64], [-2.47, 23.39, 15.46], [-3.85, 23.72, 15.09], [-4.60, 22.54, 14.82], [-2.07, 22.55, 16.82], [-1.73, 22.65, 14.29], [-5.73, 25.41, 15.16], [-5.90, 23.79, 17.25], [-5.37, 25.27, 17.98], [-4.38, 23.79, 17.88], [-4.12, 26.78, 16.89], [-3.71, 26.68, 15.26], [-2.33, 25.25, 17.70], [-1.65, 26.58, 16.84], [-0.67, 24.47, 15.98], [-1.44, 25.32, 14.75], [-2.50, 21.55, 16.74], [-2.52, 22.90, 17.75], [-0.99, 22.41, 16.88], [-1.91, 23.14, 13.34], [-2.15, 21.67, 14.06], [-0.66, 22.52, 14.43], [-6.24, 26.23, 15.67], [-6.41, 24.59, 14.93], [-5.22, 25.72, 14.25], [-8.77, 18.67, 9.65], [-9.04, 18.31, 11.15], [-9.70, 16.87, 11.18], [-8.92, 15.64, 11.03], [-7.72, 15.65, 11.91], [-6.87, 16.94, 11.84], [-7.77, 18.13, 12.01], [-7.07, 19.37, 12.34], [-6.00, 16.98, 10.59], [-5.82, 16.71, 12.95], [-9.99, 19.32, 11.86], [-9.73, 18.85, 9.16], [-8.18, 17.84, 9.26], [-8.20, 19.58, 9.46], [-10.38, 16.98, 10.33], [-10.38, 16.75, 12.03], [-8.55, 15.34, 10.05], [-9.50, 14.79, 11.38], [-7.01, 14.84, 11.77], [-8.06, 15.43, 12.92], [-6.57, 16.44, 9.84], [-5.13, 16.32, 10.54], [-5.65, 17.96, 10.26], [-5.01, 16.05, 12.64], [-6.14, 16.28, 13.90], [-5.30, 17.66, 12.96], [-11.02, 19.02, 11.68], [-9.80, 20.39, 11.84], [-10.11, 19.13, 12.93], [0.34, 18.97, 13.42], [-0.85, 18.37, 12.71], [-0.69, 16.94, 12.17], [-2.05, 18.27, 13.52], [0.05, 19.98, 13.69], [1.22, 19.02, 12.78], [0.46, 18.38, 14.33], [-1.10, 18.96, 11.82], [-0.91, 16.14, 12.88], [0.35, 16.71, 11.93], [-1.33, 16.87, 11.29], [-1.94, 17.57, 14.16], [-10.70, 13.31, 13.22], [-11.07, 12.57, 14.54], [-11.68, 11.13, 14.28], [-9.82, 12.42, 15.23], [-11.55, 13.44, 12.54], [-9.96, 12.88, 12.55], [-10.37, 14.33, 13.40], [-11.81, 13.20, 15.03], [-12.76, 11.14, 14.13], [-11.49, 10.39, 15.06], [-11.14, 10.77, 13.41], [-9.91, 11.63, 15.77], [-5.32, 19.81, 7.62], [-5.94, 20.46, 6.34], [-6.46, 21.91, 6.48], [-4.91, 20.44, 5.41], [-4.79, 18.87, 7.44], [-6.16, 19.70, 8.30], [-4.71, 20.50, 8.21], [-6.72, 19.85, 5.87], [-6.59, 22.21, 5.44], [-5.61, 22.49, 6.83], [-7.42, 21.93, 6.99], [-5.29, 20.51, 4.53], [-17.17, 17.12, 10.48], [-16.76, 18.62, 10.70], [-15.28, 18.85, 10.31], [-17.64, 19.37, 9.86], [-18.15, 16.94, 10.92], [-16.48, 16.54, 11.09], [-17.15, 16.83, 9.43], [-16.97, 18.90, 11.74], [-15.13, 19.76, 9.73], [-14.97, 18.13, 9.56], [-14.67, 18.86, 11.22], [-17.57, 20.24, 10.26], [-5.87, 16.98, 19.11], [-4.67, 16.05, 19.13], [-3.35, 16.74, 18.90], [-4.76, 15.43, 20.44], [-5.65, 17.83, 19.75], [-6.78, 16.44, 19.37], [-6.03, 17.34, 18.10], [-4.67, 15.19, 18.47], [-3.28, 17.23, 17.92], [-2.46, 16.13, 19.04], [-3.33, 17.62, 19.53], [-4.86, 16.13, 21.09], [0.32, 15.19, 15.80], [-0.71, 16.05, 16.62], [-0.10, 17.29, 17.23], [-1.62, 16.50, 15.69], [-0.13, 14.40, 15.22], [1.18, 14.88, 16.40], [0.76, 15.87, 15.07], [-1.24, 15.47, 17.38], [-0.74, 18.13, 17.52], [0.55, 17.75, 16.49], [0.38, 17.03, 18.17], [-2.25, 15.78, 15.55], [-8.95, 16.42, 15.81], [-9.33, 17.84, 15.61], [-9.48, 18.69, 16.89], [-8.21, 18.38, 14.94], [-8.42, 16.01, 14.95], [-9.88, 15.91, 16.05], [-8.35, 16.21, 16.70], [-10.20, 17.88, 14.95], [-10.34, 18.29, 17.42], [-9.67, 19.75, 16.78], [-8.62, 18.57, 17.56], [-8.27, 18.34, 13.99], [-6.72, 16.39, 6.41], [-5.24, 15.94, 6.59], [-5.06, 14.64, 7.45], [-4.82, 15.69, 5.27], [-7.34, 15.64, 5.92], [-6.82, 17.33, 5.86], [-7.15, 16.62, 7.39], [-4.56, 16.71, 6.96], [-4.06, 14.34, 7.14], [-5.67, 13.76, 7.23], [-5.16, 14.94, 8.49], [-5.63, 15.35, 4.88], [-12.06, 22.95, 9.84], [-11.11, 23.10, 8.57], [-10.27, 21.80, 8.31], [-11.88, 23.43, 7.40], [-12.61, 22.03, 9.64], [-12.76, 23.78, 9.80], [-11.54, 22.93, 10.80], [-10.44, 23.93, 8.80], [-10.93, 21.00, 7.97], [-9.70, 21.48, 9.18], [-9.68, 22.12, 7.45], [-12.52, 22.75, 7.18], [-5.36, 12.73, 15.96], [-3.89, 12.90, 16.24], [-2.97, 11.59, 16.02], [-3.26, 14.04, 15.64], [-6.01, 13.60, 15.99], [-5.81, 12.06, 16.70], [-5.47, 12.25, 14.99], [-3.93, 13.22, 17.28], [-3.07, 11.22, 15.00], [-3.16, 10.75, 16.69], [-1.92, 11.81, 16.20], [-3.07, 13.78, 14.74], [-13.25, 18.06, 14.82], [-14.01, 17.26, 13.67], [-13.18, 16.88, 12.44], [-14.61, 16.13, 14.18], [-12.68, 18.88, 14.36], [-12.53, 17.38, 15.27], [-13.92, 18.37, 15.62], [-14.87, 17.87, 13.37], [-12.76, 17.83, 12.11], [-13.78, 16.37, 11.69], [-12.37, 16.19, 12.68], [-13.94, 15.46, 14.32], [-9.98, 22.31, 13.98], [-8.68, 22.39, 14.72], [-9.01, 22.64, 16.21], [-7.77, 21.25, 14.65], [-10.46, 21.33, 13.96], [-9.91, 22.43, 12.90], [-10.63, 23.17, 14.12], [-8.15, 23.22, 14.25], [-8.08, 22.84, 16.73], [-9.67, 21.87, 16.61], [-9.48, 23.62, 16.26], [-8.31, 20.47, 14.77], [-7.99, 24.21, 11.44], [-7.31, 22.88, 11.22], [-6.55, 22.83, 9.88], [-6.37, 22.63, 12.25], [-7.38, 25.08, 11.71], [-8.62, 23.99, 12.30], [-8.70, 24.55, 10.69], [-8.05, 22.08, 11.25], [-5.92, 23.71, 9.78], [-7.29, 22.91, 9.08], [-6.05, 21.87, 9.71], [-5.76, 23.36, 12.38], [-0.67, 16.86, 7.00], [-1.61, 17.93, 7.45], [-2.05, 18.02, 8.97], [-0.92, 19.11, 7.29], [-0.82, 16.74, 5.93], [-0.82, 15.81, 7.25], [0.36, 17.04, 7.31], [-2.52, 17.88, 6.85], [-2.62, 18.95, 9.08], [-1.22, 18.16, 9.68], [-2.62, 17.17, 9.33], [-1.53, 19.84, 7.34], [-9.01, 11.42, 8.14], [-7.54, 11.38, 8.55], [-7.19, 11.73, 10.01], [-7.06, 10.08, 8.45], [-9.11, 11.30, 7.06], [-9.29, 12.43, 8.45], [-9.55, 10.60, 8.63], [-6.95, 12.03, 7.91], [-6.10, 11.80, 10.03], [-7.30, 11.03, 10.84], [-7.75, 12.59, 10.35], [-7.11, 9.94, 7.51], [-11.62, 14.49, 8.98], [-12.76, 15.42, 8.61], [-12.24, 16.44, 7.57], [-13.90, 14.64, 8.18], [-11.88, 14.09, 9.96], [-10.64, 14.94, 9.15], [-11.60, 13.63, 8.31], [-13.07, 15.87, 9.55], [-11.87, 15.82, 6.76], [-11.34, 16.96, 7.90], [-12.94, 17.19, 7.21], [-14.35, 15.11, 7.47], [-13.73, 21.58, 12.73], [-13.22, 21.61, 14.04], [-14.81, 21.40, 12.75], [-13.65, 22.47, 12.10], [-13.32, 20.73, 12.19], [-13.57, 22.38, 14.50], [-14.44, 12.43, 11.88], [-13.38, 11.69, 11.43], [-14.35, 12.37, 12.96], [-14.39, 13.50, 11.68], [-15.37, 11.96, 11.56], [-13.53, 11.84, 10.49], [-3.54, 20.80, 11.67], [-3.96, 20.11, 12.81], [-4.13, 20.63, 10.77], [-3.59, 21.85, 11.96], [-2.51, 20.51, 11.50], [-3.40, 19.36, 13.04], [-4.58, 18.82, 16.00], [-5.52, 19.60, 15.31], [-4.81, 18.93, 17.06], [-4.73, 17.77, 15.77], [-3.55, 19.06, 15.74], [-6.31, 19.42, 15.82], [-3.90, 12.77, 12.04], [-2.77, 12.65, 12.89], [-4.62, 12.03, 12.38], [-4.35, 13.76, 12.10], [-3.66, 12.61, 10.98], [-2.17, 12.17, 12.31]], "lowdin_spin": [2.82, 0.00, 0.00, 0.00, 0.00, 0.00, 0.00, 0.00, 0.03, 0.00, 0.00, 0.00, 0.00, 0.00, 0.00, 0.00, 0.00, 0.00, 0.00, 0.00, 0.00, 0.00, 0.00, 0.00, 0.00, 0.00, 0.00, 0.00, 0.00, 0.00, 0.00, 0.00, 0.00, 0.00, 0.00, 0.00, 0.00, 0.03, 0.00, 0.00, 0.00, 0.00, 0.00, 0.00, 0.00, 0.00, 0.00, 0.00, 0.00, 0.00, 0.00, 0.00, 0.00, 0.00, 0.00, 0.00, 0.00, 0.00, 0.00, 0.00, 0.00, 0.00, 0.00, 0.00, 0.00, 0.00, 0.00, 0.00, 0.00, 0.00, 0.00, 0.00, 0.00, 0.00, 0.00, 0.00, 0.00, 0.00, 0.00, 0.00, 0.00, 0.00, 0.00, 0.00, 0.00, 0.00, 0.00, 0.00, 0.00, 0.00, 0.00, 0.00, 0.00, 0.00, 0.00, 0.00, 0.00, 0.00, 0.00, 0.00, 0.00, 0.00, 0.00, 0.00, 0.00, 0.00, 0.00, 0.00, 0.00, 0.00, 0.00, 0.00, 0.00, 0.00, 0.00, 0.00, 0.00, 0.00, 0.00, 0.00, 0.00, 0.00, 0.00, 0.00, 0.00, 0.00, 0.00, 0.00, 0.00, 0.00, 0.00, 0.00, 0.00, 0.00, 0.00, 0.00, 0.00, 0.00, 0.00, 0.00, 0.00, 0.00, 0.00, 0.00, 0.00, 0.00, 0.00, 0.00, 0.00, 0.00, 0.00, 0.00, 0.00, 0.00, 0.00, 0.00, 0.00, 0.00, 0.00, 0.00, 0.00, 0.00, 0.00, 0.00, 0.00, 0.00, 0.00, 0.00, 0.00, 0.00, 0.00, 0.00, 0.00, 0.00, 0.00, 0.00, 0.00, 0.00, 0.00, 0.00, 0.00, 0.00, 0.00, 0.00, 0.00, 0.00, 0.00, 0.00, 0.00, 0.00, 0.00, 0.00, 0.00, 0.00, 0.02, 0.00, 0.00, 0.00, 0.00, 0.00, 0.00, 0.00, 0.00, 0.00, 0.00, 0.00, 0.03, 0.00, 0.00, 0.00, 0.00, 0.00, 0.00, 0.00, 0.00, 0.00, 0.00, 0.00, 0.00, 0.00, 0.00, 0.00, 0.00, 0.00, 0.00, 0.00, 0.00, 0.00, 0.00, 0.00, 0.00, 0.00, 0.00, 0.00, 0.00, 0.00, 0.00, 0.00, 0.00, 0.00, 0.00, 0.00, 0.00, 0.00, 0.00, 0.00, 0.00, 0.00, 0.00, 0.00, 0.00, 0.00, 0.00, 0.00, 0.00, 0.00, 0.00, 0.00, 0.00, 0.00, 0.00, 0.00, 0.00, 0.01, 0.02, 0.00, 0.00, 0.00, 0.00, 0.00, 0.02, 0.00, 0.00, 0.00, 0.00, 0.00, 0.00, 0.00, 0.00, 0.00, 0.00], "s2": 3.75, "spin_multiplicity": 4, "energy_ev": -152360.04884, "e_lumo_ev": [0.223, 0.223], "homo_lumo_gap_ev": [5.91, 5.99]}



# 2
{"formula": "C71H55F3InO23", "method": "the ωB97M-V functional and the def2-TZVPD basis", "symbols": ["C", "C", "In", "C", "C", "C", "C", "C", "O", "C", "C", "O", "C", "O", "C", "F", "F", "F", "H", "H", "H", "H", "H", "H", "H", "H", "H", "H", "H", "H", "H", "H", "H", "C", "C", "C", "O", "C", "C", "C", "O", "H", "H", "H", "H", "C", "C", "C", "O", "C", "C", "C", "O", "H", "H", "H", "H", "C", "C", "C", "O", "C", "C", "C", "O", "H", "H", "H", "H", "C", "C", "C", "O", "C", "C", "C", "O", "H", "H", "H", "H", "C", "C", "C", "O", "C", "C", "C", "O", "H", "H", "H", "H", "C", "C", "C", "O", "C", "C", "C", "O", "H", "H", "H", "H", "C", "C", "C", "O", "C", "C", "C", "O", "H", "H", "H", "H", "C", "C", "C", "O", "C", "C", "C", "O", "H", "H", "H", "H", "C", "C", "C", "O", "C", "C", "C", "O", "H", "H", "H", "H", "C", "C", "C", "O", "C", "C", "C", "O", "H", "H", "H", "H"], "coordinates": [[0.69, -1.93, 4.18], [0.57, -2.64, 2.95], [0.78, -3.55, 0.84], [0.26, -1.90, -0.62], [0.84, -0.46, 0.01], [1.88, 0.37, -0.64], [-0.53, -5.38, 0.73], [-2.03, -5.14, 0.11], [-2.04, -4.13, -0.97], [-3.33, -3.38, -0.93], [-3.66, -2.26, 0.26], [-4.22, -3.69, -1.88], [2.95, -4.29, 0.66], [3.92, -3.21, 0.40], [4.13, -3.07, -1.07], [5.14, -4.06, -1.60], [4.62, -1.66, -1.26], [2.90, -3.28, -1.87], [0.88, -1.06, 4.98], [0.59, -2.08, -1.73], [-0.92, -1.76, -0.65], [0.40, -0.06, 1.05], [3.03, 0.30, -0.35], [1.60, 1.18, -1.46], [-0.67, -5.84, 1.81], [-0.01, -6.22, 0.09], [-2.71, -4.80, 1.02], [-2.46, -6.14, -0.36], [-4.73, -1.82, 0.02], [-3.71, -2.82, 1.31], [-2.84, -1.42, 0.34], [3.05, -5.20, -0.10], [3.20, -4.76, 1.73], [-8.81, 1.14, 0.02], [-7.53, 1.10, 0.39], [-6.55, 0.28, -0.36], [-5.37, 0.24, -0.03], [-7.05, -0.48, -1.52], [-8.33, -0.44, -1.88], [-9.31, 0.37, -1.13], [-10.49, 0.41, -1.46], [-9.54, 1.74, 0.56], [-7.14, 1.66, 1.23], [-6.31, -1.08, -2.05], [-8.71, -1.00, -2.72], [-5.57, 6.48, 1.69], [-6.60, 5.68, 1.40], [-6.39, 4.25, 1.10], [-7.33, 3.52, 0.82], [-5.01, 3.74, 1.14], [-3.98, 4.54, 1.44], [-4.18, 5.97, 1.73], [-3.24, 6.70, 2.01], [-5.70, 7.53, 1.91], [-7.62, 6.04, 1.36], [-4.87, 2.69, 0.92], [-2.96, 4.18, 1.47], [6.18, -5.00, -7.20], [4.88, -4.79, -6.98], [4.42, -4.15, -5.73], [3.23, -3.95, -5.52], [5.45, -3.76, -4.74], [6.75, -3.97, -4.97], [7.21, -4.61, -6.22], [8.40, -4.81, -6.43], [6.53, -5.47, -8.11], [4.11, -5.07, -7.69], [5.09, -3.29, -3.83], [7.51, -3.69, -4.26], [-7.70, 9.49, 4.13], [-8.84, 10.19, 4.00], [-10.10, 9.53, 3.63], [-11.14, 10.17, 3.51], [-10.07, 8.07, 3.40], [-8.94, 7.37, 3.54], [-7.67, 8.03, 3.91], [-6.63, 7.40, 4.03], [-6.77, 9.96, 4.41], [-8.88, 11.26, 4.16], [-11.01, 7.60, 3.13], [-8.90, 6.30, 3.38], [-0.43, -7.52, -4.43], [0.04, -6.94, -3.32], [1.16, -7.53, -2.57], [1.59, -7.01, -1.55], [1.75, -8.78, -3.09], [1.28, -9.36, -4.20], [0.16, -8.76, -4.96], [-0.27, -9.29, -5.98], [-1.25, -7.10, -5.00], [-0.38, -6.03, -2.92], [2.57, -9.20, -2.53], [1.70, -10.27, -4.60], [1.14, -0.12, 9.99], [0.89, 0.33, 8.76], [1.29, -0.44, 7.56], [1.06, -0.03, 6.43], [1.98, -1.72, 7.78], [2.23, -2.17, 9.02], [1.83, -1.40, 10.21], [2.06, -1.81, 11.34], [0.85, 0.44, 10.88], [0.38, 1.27, 8.58], [2.26, -2.28, 6.90], [2.74, -3.11, 9.20], [0.94, 10.18, 3.34], [-0.19, 10.88, 3.21], [-1.46, 10.22, 2.83], [-2.49, 10.85, 2.71], [-1.42, 8.76, 2.61], [-0.29, 8.06, 2.74], [0.98, 8.72, 3.11], [2.01, 8.08, 3.24], [1.88, 10.65, 3.61], [-0.23, 11.95, 3.37], [-2.36, 8.29, 2.33], [-0.25, 6.99, 2.58], [4.94, -6.40, -11.78], [5.48, -7.25, -12.65], [6.95, -7.32, -12.84], [7.44, -8.10, -13.65], [7.78, -6.42, -12.03], [7.24, -5.57, -11.16], [5.77, -5.50, -10.96], [5.27, -4.72, -10.16], [3.87, -6.33, -11.63], [4.88, -7.92, -13.26], [8.85, -6.48, -12.18], [7.84, -4.90, -10.55], [-1.06, 13.26, 7.32], [-0.52, 12.41, 6.45], [0.95, 12.34, 6.26], [1.44, 11.56, 5.46], [1.78, 13.24, 7.07], [1.24, 14.09, 7.95], [-0.23, 14.17, 8.14], [-0.73, 14.94, 8.94], [-2.13, 13.33, 7.48], [-1.12, 11.74, 5.84], [2.85, 13.18, 6.92], [1.84, 14.76, 8.55], [8.00, -9.91, -1.93], [6.75, -10.36, -1.86], [5.61, -9.57, -2.36], [4.47, -9.99, -2.29], [5.91, -8.25, -2.95], [7.17, -7.79, -3.02], [8.31, -8.58, -2.52], [9.45, -8.16, -2.59], [8.85, -10.48, -1.57], [6.51, -11.33, -1.44], [5.07, -7.67, -3.31], [7.40, -6.82, -3.44]], "mulliken_charge": [-0.71, -0.37, 1.26, -0.43, -0.13, -0.78, -0.70, -0.38, -0.10, 0.45, -0.40, -0.62, -0.76, -0.31, 0.78, -0.21, -0.28, -0.13, 0.48, 0.20, -0.02, 0.24, 0.14, 0.18, 0.32, -0.01, 0.27, 0.21, -0.04, 0.31, 0.23, 0.13, 0.24, -0.40, -0.27, 0.60, -0.57, -0.31, -0.42, 0.33, -0.59, 0.41, 0.39, 0.49, 0.42, -0.42, -0.32, 0.30, -0.51, -0.33, -0.73, 0.16, -0.39, 0.47, 0.68, 0.45, 0.50, -0.31, -0.29, 0.22, -0.56, -0.21, -0.29, 0.35, -0.61, 0.37, 0.47, 0.36, 0.44, -0.43, -0.34, 0.35, -0.56, -0.39, -0.32, 0.37, -0.56, 0.47, 0.41, 0.42, 0.60, -0.51, -0.27, 0.24, -0.48, -0.42, -0.47, 0.36, -0.60, 0.44, 0.61, 0.71, 0.45, -0.38, -0.35, 0.61, -0.61, -0.30, -0.42, 0.34, -0.57, 0.39, 0.41, 0.39, 0.41, -0.46, -0.42, 0.20, -0.62, -0.41, -0.43, 0.30, -0.56, 0.41, 0.65, 0.97, 0.47, -0.43, -0.37, 0.35, -0.56, -0.38, -0.16, 0.40, -0.55, 0.43, 0.40, 0.40, 0.45, -0.42, -0.18, 0.29, -0.43, -0.35, -0.39, 0.33, -0.56, 0.42, 0.47, 0.42, 0.39, -0.42, -0.44, 0.38, -0.54, -0.29, -0.37, 0.18, -0.55, 0.39, 0.42, 0.61, 0.57], "spin_multiplicity": 1, "energy_ev": -134912.03654, "charge": -1, "e_lumo_ev": -1.103, "homo_lumo_gap_ev": 2.41}